(1)
The following is a quantum chemistry calculation of C26H54IN2O10P2S2Si4Y as an isolated structure, from the OMol25 dataset.

ORCA input file:
```
! RIJCOSX wB97M-V def2-TZVPD def2/J DEFGRID3
* xyz 0 1
Y 0.01 0.80 0.26
C -2.08 4.04 3.59
C -1.58 3.91 2.16
O -1.71 5.17 1.48
P 0.22 3.57 2.13
O 0.86 5.00 2.29
O 0.70 2.82 3.41
O 0.62 2.86 0.86
P -2.48 2.66 1.14
O -3.97 2.61 1.73
O -1.87 1.30 1.42
O -2.42 3.21 -0.24
H -1.42 4.68 4.19
H -2.14 3.07 4.07
H -3.08 4.49 3.57
H -1.92 4.93 0.56
H 0.28 5.67 1.88
H 0.83 1.84 3.22
H -4.55 3.18 1.22
C -3.26 -0.87 -1.50
Si -3.04 0.54 -2.75
C -3.45 -0.19 -4.45
C -4.41 1.79 -2.40
Si -0.85 1.32 -2.52
Si 0.31 0.04 -4.08
C 2.17 0.44 -4.00
C 0.07 -1.80 -3.70
C -0.12 0.21 -5.92
Si -0.45 3.51 -3.27
C 1.23 4.05 -2.58
C -1.71 4.81 -2.75
C -0.30 3.62 -5.15
H -4.28 -1.25 -1.50
H -3.04 -0.54 -0.48
H -2.59 -1.71 -1.74
H -4.43 -0.68 -4.41
H -2.72 -0.93 -4.78
H -3.49 0.60 -5.20
H -5.37 1.37 -2.73
H -4.25 2.73 -2.92
H -4.48 2.01 -1.33
H 2.54 0.47 -2.97
H 2.34 1.42 -4.43
H 2.77 -0.28 -4.57
H 0.20 -2.00 -2.63
H 0.76 -2.43 -4.27
H -0.95 -2.11 -3.96
H 0.48 0.99 -6.40
H -1.17 0.47 -6.08
H 0.07 -0.73 -6.44
H 1.21 4.09 -1.49
H 1.49 5.05 -2.95
H 2.02 3.37 -2.88
H -1.45 5.23 -1.78
H -2.72 4.40 -2.67
H -1.72 5.63 -3.48
H 0.54 3.04 -5.52
H -0.15 4.66 -5.45
H -1.20 3.26 -5.64
I -4.78 -3.90 1.47
C -3.12 -2.81 2.12
C -3.16 -2.18 3.36
C -2.06 -1.44 3.78
C -0.96 -1.30 2.96
C -0.93 -1.95 1.73
C -2.01 -2.72 1.31
C 0.17 -0.39 3.37
O 0.55 -0.34 4.53
O 0.65 0.35 2.41
H -4.03 -2.26 3.99
H -2.08 -0.94 4.74
H -0.04 -1.90 1.13
H -1.98 -3.22 0.35
C 4.78 -4.92 4.82
N 3.94 -3.88 5.36
C 4.20 -3.29 6.67
C 3.11 -2.21 6.79
N 2.43 -2.30 5.51
C 2.95 -3.24 4.71
S 2.42 -3.56 3.14
H 4.66 -5.84 5.39
H 5.83 -4.61 4.86
H 4.49 -5.09 3.79
H 5.21 -2.87 6.70
H 4.13 -4.05 7.45
H 3.53 -1.22 6.95
H 2.42 -2.42 7.61
H 1.74 -1.62 5.17
O 1.36 -0.82 -0.55
S 2.42 -1.85 -0.13
C 3.50 -2.06 -1.57
C 3.66 -3.56 -1.75
C 2.25 -4.13 -1.62
C 1.67 -3.51 -0.36
H 4.42 -1.51 -1.39
H 2.95 -1.61 -2.39
H 4.32 -3.98 -0.99
H 4.11 -3.78 -2.73
H 2.24 -5.21 -1.55
H 1.66 -3.84 -2.49
H 1.95 -4.06 0.54
H 0.59 -3.38 -0.36
*
```

HOMO-LUMO gap: 7.07 eV
energy relative to the best compared isomer or geometry (same formula, charge and spin): 51.2 kJ/mol
total energy: -132209.93261 eV

***

(2)
The following is a quantum chemistry calculation of a 7-piece molecular cluster, C26H54O7 overall in a non-equilibrium geometry, from the OMol25 dataset.

ORCA input file:
```
! RIJCOSX wB97M-V def2-TZVPD def2/J DEFGRID3
* xyz 0 1
C 0.25 11.91 -1.29
C 0.92 10.81 -0.57
C 2.27 10.58 -1.19
O 2.43 11.64 -2.03
C 1.18 12.16 -2.50
H 0.22 12.81 -0.67
H -0.72 11.61 -1.69
H 0.28 9.93 -0.65
H 1.06 11.11 0.47
H 2.41 9.62 -1.70
H 3.04 10.75 -0.43
H 0.90 11.52 -3.33
H 1.24 13.15 -2.95
C 8.80 0.96 -6.11
C 7.97 -0.09 -6.81
C 8.91 -1.26 -7.09
O 9.98 -1.10 -6.08
C 10.19 0.33 -6.01
H 8.25 1.15 -5.19
H 9.04 1.83 -6.73
H 7.53 0.38 -7.69
H 7.05 -0.39 -6.32
H 9.42 -1.13 -8.04
H 8.39 -2.21 -7.17
H 10.97 0.78 -6.63
H 10.46 0.55 -4.98
C 5.87 16.61 -7.08
C 6.29 18.09 -7.11
C 5.85 18.60 -8.47
O 4.71 17.81 -8.69
C 4.55 16.67 -7.76
H 5.69 16.21 -6.08
H 6.57 15.93 -7.58
H 7.34 18.25 -6.84
H 5.80 18.67 -6.34
H 6.37 18.34 -9.38
H 5.59 19.66 -8.38
H 4.31 15.81 -8.38
H 3.83 17.09 -7.05
C 14.51 10.56 -9.12
C 15.25 10.59 -7.78
C 15.76 12.01 -7.72
O 14.85 12.80 -8.43
C 13.79 11.92 -9.02
H 13.76 9.78 -9.25
H 15.17 10.52 -9.98
H 16.07 9.87 -7.75
H 14.51 10.38 -7.01
H 16.78 12.20 -8.03
H 15.87 12.21 -6.65
H 13.51 12.22 -10.03
H 12.84 11.78 -8.52
C 6.82 7.81 -5.68
C 5.74 8.17 -6.70
C 6.49 9.38 -7.43
O 7.42 9.91 -6.41
C 7.33 9.15 -5.24
H 7.61 7.22 -6.16
H 6.51 7.10 -4.90
H 4.98 8.65 -6.09
H 5.29 7.43 -7.36
H 5.71 10.01 -7.87
H 7.07 8.95 -8.24
H 6.66 9.47 -4.44
H 8.36 9.03 -4.91
C 8.67 15.04 -1.14
C 9.30 15.56 0.12
C 10.55 16.25 -0.39
O 11.03 15.40 -1.46
C 9.90 14.57 -1.89
H 8.14 15.87 -1.59
H 7.94 14.28 -0.84
H 9.56 14.77 0.83
H 8.65 16.28 0.61
H 11.27 16.42 0.41
H 10.26 17.23 -0.78
H 10.10 13.52 -1.67
H 9.72 14.58 -2.97
C 2.66 14.01 -12.75
C 1.13 14.02 -12.67
O 0.89 14.71 -11.49
H 3.04 13.55 -13.67
H 3.16 13.42 -11.98
H 3.13 14.98 -12.59
H 0.74 13.01 -12.58
H 0.77 14.44 -13.61
H 0.44 14.02 -11.00
*
```

HOMO-LUMO gap: 9.48 eV
energy relative to the best compared isomer or geometry (same formula, charge and spin): 462.5 kJ/mol
SMILES: C1CCOC1.C1CCOC1.C1CCOC1.C1CCOC1.C1CCOC1.C1CCOC1.CCO
total energy: -42163.36601 eV

***

(3)
The following is a quantum chemistry calculation of a 21-piece molecular cluster, C26H56BCl40NO overall in a non-equilibrium geometry, from the OMol25 dataset.

ORCA input file:
```
! RIJCOSX wB97M-V def2-TZVPD def2/J DEFGRID3
* xyz 0 1
C -0.68 -1.68 -0.09
C 0.64 -1.10 0.48
C 1.04 0.27 -0.10
C 0.26 1.49 0.50
N -1.13 1.18 0.92
B -2.07 1.51 -0.16
C -3.66 1.42 0.15
O -4.22 0.35 -0.66
C -4.75 -0.63 0.21
H -1.57 -1.20 0.34
H -0.75 -2.75 0.20
H -0.70 -1.65 -1.19
H 1.45 -1.80 0.20
H 0.58 -1.11 1.57
H 0.94 0.33 -1.20
H 2.10 0.44 0.14
H 0.87 1.95 1.28
H 0.21 2.23 -0.31
H -1.34 1.84 1.67
H -1.70 1.79 -1.25
H -3.79 1.22 1.22
H -4.18 2.36 -0.11
H -5.17 -1.48 -0.34
H -3.97 -1.03 0.88
H -5.55 -0.18 0.82
C -1.56 3.47 4.38
Cl -2.79 2.79 3.30
Cl -0.25 4.22 3.46
H -2.03 4.22 5.01
H -1.16 2.68 4.99
C -2.21 2.82 8.41
Cl -1.31 1.54 7.58
Cl -2.73 4.10 7.30
H -3.09 2.38 8.87
H -1.57 3.25 9.18
C -1.31 -2.42 -4.04
Cl -2.31 -2.14 -2.59
Cl 0.14 -3.38 -3.68
H -1.90 -2.95 -4.77
H -1.00 -1.46 -4.43
C 0.96 4.45 7.48
Cl 0.18 5.90 6.86
Cl 2.54 4.19 6.74
H 1.09 4.54 8.56
H 0.33 3.60 7.26
C 3.53 -2.40 2.59
Cl 2.04 -2.31 3.53
Cl 4.96 -2.10 3.60
H 3.61 -3.38 2.16
H 3.49 -1.65 1.81
C -1.86 -5.55 1.53
Cl -0.45 -4.54 1.88
Cl -1.83 -6.16 -0.13
H -1.86 -6.40 2.21
H -2.76 -4.96 1.67
C 2.06 3.60 -2.49
Cl 2.46 1.89 -2.24
Cl 2.03 4.48 -0.96
H 2.81 4.05 -3.14
H 1.07 3.64 -2.95
C 5.86 3.72 -1.33
Cl 7.23 4.80 -1.01
Cl 5.91 3.07 -2.97
H 5.90 2.90 -0.63
H 4.94 4.28 -1.20
C -4.82 2.47 -2.73
Cl -3.55 3.69 -2.53
Cl -4.78 1.75 -4.35
H -4.65 1.68 -1.99
H -5.78 2.93 -2.57
C -5.59 -1.41 -5.99
Cl -4.41 -1.77 -4.72
Cl -4.99 -1.87 -7.59
H -6.50 -1.97 -5.78
H -5.79 -0.35 -5.98
C 3.82 -2.62 -5.52
Cl 3.20 -1.21 -4.64
Cl 2.76 -3.09 -6.84
H 4.80 -2.37 -5.92
H 3.90 -3.45 -4.83
C -1.38 5.57 -5.20
Cl -0.20 5.14 -3.95
Cl -0.82 5.10 -6.81
H -2.31 5.07 -4.99
H -1.52 6.65 -5.19
C 6.32 -0.66 5.75
Cl 6.89 -1.45 7.23
Cl 5.30 0.74 6.11
H 7.18 -0.32 5.18
H 5.74 -1.37 5.18
C -7.64 -4.40 -7.63
Cl -8.31 -3.00 -6.79
Cl -8.66 -4.91 -8.98
H -6.66 -4.14 -8.01
H -7.56 -5.22 -6.92
C 3.59 -6.91 -4.30
Cl 2.18 -6.53 -3.31
Cl 4.86 -5.68 -4.15
H 3.99 -7.87 -3.98
H 3.28 -6.96 -5.34
C 6.04 5.79 8.65
Cl 5.02 7.09 8.02
Cl 5.85 4.30 7.71
H 7.08 6.10 8.61
H 5.75 5.59 9.68
C -6.22 5.35 3.04
Cl -5.14 4.73 4.29
Cl -5.66 4.91 1.42
H -7.21 4.93 3.20
H -6.26 6.43 3.11
C 4.42 -4.65 7.07
Cl 3.43 -3.57 6.08
Cl 5.96 -5.03 6.27
H 4.64 -4.17 8.01
H 3.88 -5.57 7.24
C -0.48 -3.72 -8.99
Cl 0.49 -2.28 -9.33
Cl -2.02 -3.30 -8.23
H -0.67 -4.23 -9.92
H 0.08 -4.36 -8.31
C 3.46 -3.59 -1.43
Cl 4.62 -3.68 -0.10
Cl 1.81 -3.92 -0.89
H 3.49 -2.59 -1.86
H 3.73 -4.32 -2.18
*
```

HOMO-LUMO gap: 9.49 eV
total energy: -532979.87562 eV

***

(4)
The following is a quantum chemistry calculation of a 2-piece molecular cluster, C26H56BrN6O8P2 overall, from the OMol25 dataset.

ORCA input file:
```
! RIJCOSX wB97M-V def2-TZVPD def2/J DEFGRID3
* xyz 1 1
C 4.24 3.04 -0.12
C 3.70 2.48 1.20
C 2.21 2.07 1.32
C 1.38 3.33 1.09
N 1.78 0.81 0.51
P 3.04 -0.69 0.82
N 3.30 -0.49 2.47
O 4.46 -0.22 0.20
C 1.74 1.07 -0.98
C 1.88 -0.19 -1.87
C 2.92 -0.01 -2.98
O 3.89 0.66 -2.83
N 2.66 -0.81 -4.14
C 2.73 0.01 -5.37
C 3.61 -1.94 -4.17
C 0.51 1.91 -1.47
N 0.93 3.29 -1.81
C 1.41 3.29 -3.19
C 0.37 3.29 -4.28
O 2.59 3.30 -3.41
C 0.32 4.50 -1.39
C 0.84 5.73 -2.12
O -0.47 4.57 -0.50
N -0.63 1.82 -0.56
Br -2.14 2.27 -1.58
C -0.76 0.43 -0.02
C -2.10 0.22 0.73
C -3.44 -0.14 0.05
C -3.46 -1.09 -1.14
O -2.60 -2.21 -0.95
C -3.28 -3.41 -0.60
C 0.38 0.16 1.00
C 0.07 0.57 2.46
O -0.34 1.90 2.60
C -1.08 2.13 3.79
P 0.64 -1.79 1.25
N 0.24 -2.39 -0.26
O -0.62 -2.26 2.18
H 5.04 3.74 0.09
H 4.66 2.25 -0.75
H 3.48 3.55 -0.72
H 4.37 1.71 1.56
H 3.76 3.27 1.96
H 2.07 1.78 2.35
H 1.44 3.91 2.00
H 1.79 3.93 0.28
H 0.33 3.14 0.89
H 2.89 -1.26 3.00
H 4.24 -0.28 2.77
H 5.16 -0.83 0.46
H 2.61 1.68 -1.18
H 0.94 -0.51 -2.31
H 2.24 -1.06 -1.32
H 1.73 0.33 -5.67
H 3.13 -0.59 -6.18
H 3.38 0.88 -5.23
H 3.11 -2.83 -4.56
H 3.97 -2.17 -3.16
H 4.49 -1.71 -4.78
H 0.22 1.44 -2.42
H 0.62 2.53 -5.02
H -0.64 3.14 -3.90
H 0.42 4.25 -4.79
H 0.66 6.57 -1.46
H 1.90 5.66 -2.35
H 0.28 5.90 -3.04
H -0.70 -0.30 -0.83
H -1.93 -0.58 1.45
H -2.27 1.12 1.32
H -3.95 0.77 -0.25
H -4.07 -0.58 0.83
H -3.18 -0.59 -2.07
H -4.49 -1.45 -1.26
H -2.59 -4.24 -0.76
H -3.61 -3.41 0.45
H -4.15 -3.57 -1.24
H -0.70 -0.11 2.82
H 0.96 0.37 3.08
H -2.15 1.96 3.61
H -0.93 3.17 4.08
H -0.74 1.48 4.61
H -0.65 -2.84 -0.39
H 0.98 -2.96 -0.66
H -1.21 -2.90 1.76
C -3.71 -2.92 4.03
C -4.67 -3.44 2.97
O -4.11 -4.47 2.17
C -3.74 -5.66 2.85
C -4.89 -6.35 3.56
H -2.78 -2.58 3.57
H -4.15 -2.07 4.55
H -3.45 -3.67 4.77
H -4.90 -2.65 2.26
H -5.61 -3.76 3.42
H -2.92 -5.47 3.55
H -3.35 -6.31 2.07
H -5.30 -5.74 4.37
H -4.54 -7.29 4.01
H -5.69 -6.59 2.86
*
```

HOMO-LUMO gap: 8.23 eV
total energy: -141802.50212 eV